Entry 1:
A structure of composition C29H39N3OP2V in a non-equilibrium geometry. Source: the Open Molecules 2025 dataset; level of theory: ωB97M-V/def2-TZVPD.

Values from the calculation:
orbital gap (alpha / beta): 2.352 / 4.785 eV
highest occupied orbital energy (alpha / beta): -6.8 / -8.9 eV
expectation value of S²: 2.05
spin multiplicity: 3
total charge: +1

Each line ends with the Mulliken charge.
CARTESIAN COORDINATES (ANGSTROEM)
C -1.685365 3.001480 -3.504931  -0.14
C -1.326342 1.688890 -3.210886  -0.15
C 0.058902 1.336649 -3.325828  0.29
C 1.040703 2.362688 -3.077937  1.05
C 0.624274 3.710590 -3.274719  -0.85
C -0.700330 4.008722 -3.553973  -0.52
C 2.304951 1.916364 -2.654355  -1.45
C 2.688086 0.578834 -2.825682  0.93
C 1.630277 -0.366711 -3.094870  0.27
C 1.852568 -1.750306 -2.791562  -0.22
C 3.160584 -2.212836 -2.749735  -0.29
C 4.244429 -1.308711 -2.766345  -0.64
C 4.012263 0.061619 -2.749042  -0.81
H -2.732763 3.265057 -3.643922  0.37
H 1.373367 4.503256 -3.194205  0.41
H -1.006124 5.040189 -3.751097  0.37
H 3.054112 2.647513 -2.359778  0.38
H 3.353792 -3.284533 -2.667914  0.43
H 5.265123 -1.698872 -2.742369  0.38
H 4.841013 0.769138 -2.678594  0.42
N 0.450641 0.073471 -3.575663  -0.51
V -1.490827 -1.198816 0.852738  -0.48
C -2.284023 0.641487 -2.699780  -1.37
H -1.975231 -0.329872 -3.102184  0.32
H -3.295585 0.876419 -3.047267  0.69
C 0.645344 -2.604023 -2.424910  -1.01
H -0.235830 -2.203165 -2.948149  0.44
H 0.823315 -3.644519 -2.729278  0.57
P -2.342730 0.413175 -0.811098  1.38
P 0.285709 -2.582557 -0.633994  1.08
C 1.623681 -3.368438 0.253679  -1.22
H 1.428794 -3.269726 1.331543  0.39
H 1.677600 -4.435400 -0.007523  0.40
H 2.585114 -2.889014 0.029077  0.39
C -1.286230 -3.377668 -0.216950  -1.55
H -1.232756 -4.402733 -0.617195  0.54
H -1.437728 -3.409644 0.883579  0.55
H -2.148623 -2.855093 -0.669113  0.36
C -2.453797 2.173884 -0.276459  -1.47
H -3.460529 2.556821 -0.492934  0.41
H -2.275846 2.252040 0.805552  0.36
H -1.717138 2.786074 -0.810367  0.33
C -4.103713 -0.080177 -0.607553  -1.59
H -4.358580 -0.096908 0.462857  0.37
H -4.739992 0.655347 -1.116983  0.49
H -4.268150 -1.078288 -1.038553  0.36
H -0.734836 0.193644 1.039143  -0.50
H 0.137116 -1.168445 -0.180714  0.09
C 3.173822 1.909157 7.403433  -1.03
C 1.676041 2.085929 7.495127  -0.60
N 0.914462 1.236483 6.542359  0.28
C 0.979755 -0.209671 6.874942  -0.48
C 0.295100 -0.520182 8.198633  -1.21
C 0.909077 1.659293 5.203092  0.00
O 1.541773 2.640909 4.821878  -0.60
C -0.052966 0.919261 4.303022  0.14
C -1.258038 0.477213 4.856555  -0.01
C -2.154779 -0.230966 4.067820  -0.99
C -1.936551 -0.334610 2.698639  0.13
N -0.782841 0.191981 2.152874  0.43
C 0.159576 0.805128 2.919190  -0.59
H 3.469271 0.872538 7.601190  0.28
H 3.659816 2.557206 8.138556  0.38
H 3.515795 2.200075 6.404943  0.29
H 1.316580 1.806499 8.490907  0.34
H 1.401737 3.127514 7.285708  0.37
H 0.504729 -0.780975 6.068457  0.40
H 2.043123 -0.510042 6.929969  0.33
H -0.729407 -0.132334 8.210894  0.25
H 0.239247 -1.606290 8.319259  0.41
H 0.844342 -0.114186 9.054495  0.36
H -1.471686 0.694338 5.902810  0.58
H -2.998817 -0.750592 4.517879  0.46
H -2.709681 -0.700900 1.971679  0.39
H 1.054727 1.185523 2.425432  0.62

Atomic forces in eV per Å
0.135 0.058 0.575
0.544 -0.207 -0.377
0.538 0.662 0.092
-1.082 0.074 -0.046
0.126 -0.084 0.462
0.002 0.065 -0.164
0.819 0.600 -0.979
0.116 -0.904 0.277
0.020 0.680 -0.261
-0.415 0.642 -0.029
0.635 -0.091 0.511
-0.188 -0.176 -0.061
-0.161 0.066 0.344
0.114 -0.007 0.240
-0.281 -0.200 -0.028
0.177 -0.385 -0.006
0.009 -0.026 -0.165
0.010 0.201 0.060
-0.360 0.169 -0.078
-0.179 -0.243 0.022
-1.253 -1.509 2.224
1.137 -1.378 -1.357
0.444 -0.302 -0.607
-0.216 0.065 -0.037
-0.042 -0.135 0.327
0.271 0.386 -1.032
0.100 -0.158 0.140
-0.255 -0.001 0.287
-1.017 0.665 -0.546
0.058 0.865 -0.627
0.092 -0.117 0.678
0.121 -0.128 -0.262
-0.035 0.305 -0.005
-0.300 -0.021 -0.154
0.197 -0.550 0.030
-0.448 0.237 0.389
-0.014 -0.511 -0.277
0.160 -0.149 -0.174
0.157 -0.103 0.372
0.294 -0.082 -0.013
-0.086 0.086 -0.251
-0.098 -0.173 0.116
-0.180 0.088 -0.121
-0.024 -0.023 -0.404
-0.012 -0.292 0.071
-0.093 0.251 0.119
1.532 1.641 -0.700
0.063 -0.206 -0.216
0.287 0.041 -0.178
-0.555 0.015 -0.332
0.445 -0.052 -0.815
0.031 0.337 -0.086
-0.085 -0.220 -0.039
0.864 0.691 0.934
-0.872 -1.058 0.021
0.522 0.656 -1.121
-0.703 -0.663 -0.490
-0.359 -0.103 0.591
1.392 -0.157 -0.493
-0.148 0.316 2.632
-0.259 0.044 0.829
0.062 0.233 0.019
0.001 -0.148 -0.091
0.041 -0.090 0.214
0.021 0.294 -0.197
0.037 -0.300 0.135
0.223 0.112 0.179
-0.456 -0.003 -0.152
0.162 0.013 0.052
0.042 0.130 0.078
-0.181 -0.118 -0.172
0.106 -0.303 -0.248
-0.026 0.390 -0.169
-1.500 0.402 0.419
-0.224 -0.102 0.121


Entry 2:
A cluster of 3 separate species, C22H15F7IN3O2 in total. Source: the Open Molecules 2025 dataset; level of theory: ωB97M-V/def2-TZVPD.

Values from the calculation:
SMILES: O=C1C=C(c2ccncc2)C(=O)C(C(F)(F)C(F)(F)C(F)(F)F)=C1I.c1cc[nH]c1.c1cc[nH]c1
orbital gap: 5.918 eV
highest occupied orbital energy: -8.2 eV
total charge: 0

Each line ends with the Mulliken charge.
CARTESIAN COORDINATES (ANGSTROEM)
O -1.344801 -0.457730 4.347513  -0.51
C -0.689212 -0.687755 3.372840  -0.07
C 0.216209 0.310181 2.780526  -0.60
C 1.260742 -0.078984 2.043390  0.44
C 2.163489 0.915979 1.409203  0.67
C 3.560400 0.808105 1.316749  -0.40
C 4.268385 1.838409 0.676287  -0.37
N 3.697273 2.915688 0.131995  -0.63
C 2.370663 3.018595 0.217877  -0.34
C 1.563433 2.062679 0.848527  -0.73
C 1.494021 -1.554870 1.863305  0.51
O 2.596594 -1.994459 1.702126  -0.59
C 0.288472 -2.453609 1.948283  0.64
C 0.214599 -3.801862 1.220132  0.38
F -0.069837 -4.794730 2.107915  -0.26
F -0.837205 -3.713986 0.350399  -0.25
C 1.392267 -4.358294 0.356384  0.44
F 0.891164 -5.415298 -0.318052  -0.31
F 1.764827 -3.449382 -0.561985  -0.26
C 2.628070 -4.872600 1.187108  0.75
F 3.761147 -4.521009 0.577378  -0.26
F 2.638042 -4.353582 2.423824  -0.24
F 2.584565 -6.199911 1.300164  -0.26
C -0.755759 -2.016190 2.670217  -0.42
I -2.565475 -2.970888 2.957779  0.19
H 0.030420 1.348397 3.034359  0.70
H 4.090514 -0.042857 1.724760  0.48
H 5.349331 1.772766 0.598430  0.37
H 1.918160 3.891478 -0.245567  0.40
H 0.487155 2.199282 0.886222  0.45
C -0.483147 2.579917 -4.145056  -0.36
C -1.204242 3.252486 -3.121279  -0.87
C -0.786898 2.736579 -1.923134  -0.55
N 0.154135 1.775703 -2.185955  0.36
C 0.345269 1.675274 -3.535943  -0.67
H -0.562703 2.744055 -5.206362  0.43
H -1.939223 4.029183 -3.249177  0.50
H -1.075325 2.980531 -0.913750  0.49
H 0.639297 1.238088 -1.490589  0.15
H 1.051903 0.974936 -3.946643  0.46
C -5.052019 1.543068 -1.995856  -0.71
C -5.076381 1.141823 -0.632267  -0.48
C -3.780288 0.921352 -0.249142  -0.53
N -2.975810 1.179139 -1.327869  0.14
C -3.742153 1.556766 -2.395043  -0.31
H -5.899359 1.794186 -2.611439  0.41
H -5.945246 1.027926 -0.006041  0.41
H -3.371224 0.606777 0.696210  0.40
H -1.974591 1.097404 -1.348066  0.36
H -3.289646 1.801245 -3.340686  0.42

Atomic forces in eV per Å
-0.387 0.190 0.460
0.278 -0.050 -0.393
0.297 0.006 -0.071
-0.083 0.213 -0.022
0.172 0.502 -0.312
-0.238 0.383 -0.234
-0.542 -0.314 0.217
-0.054 -0.228 0.121
-0.187 -0.458 0.306
0.715 -0.067 -0.067
-0.461 0.097 0.200
0.516 0.110 -0.531
-0.161 0.093 -0.036
-0.247 0.039 0.003
0.068 0.127 -0.170
0.309 -0.059 0.153
-0.119 -0.038 0.040
0.101 0.153 0.145
0.032 0.065 0.272
0.185 0.287 0.176
-0.217 -0.202 0.072
-0.089 -0.579 -0.164
0.042 0.247 -0.053
0.070 -0.369 -0.213
-0.060 -0.072 0.075
0.044 -0.086 0.053
-0.094 0.083 -0.044
-0.078 0.035 0.002
0.051 -0.073 0.056
0.102 -0.014 -0.023
0.010 -0.009 0.030
0.260 0.121 0.059
0.502 0.572 -0.159
-0.015 -0.062 0.071
-0.019 -0.057 -0.104
0.001 -0.001 -0.005
-0.014 -0.016 0.013
0.041 0.057 -0.070
0.135 0.052 -0.010
-0.010 -0.005 -0.002
-0.018 -0.016 0.034
-0.069 -0.003 0.036
0.034 -0.003 -0.118
-0.388 -0.373 0.155
-0.060 -0.120 0.032
-0.008 0.000 -0.001
-0.007 0.014 0.010
0.012 -0.020 0.009
-0.288 -0.112 -0.063
-0.062 -0.042 0.065


Entry 3:
An isolated molecule of Cl2P2S in a non-equilibrium geometry. Source: the Open Molecules 2025 dataset; level of theory: ωB97M-V/def2-TZVPD.

Values from the calculation:
orbital gap (alpha / beta): 7.507 / 6.920 eV
highest occupied orbital energy (alpha / beta): -7.9 / -10.1 eV
expectation value of S²: 2.01
ΔE to the lowest compared entry with this formula, charge and spin: 0.0 kcal per mole
spin multiplicity: 3
total charge: 0

Each line ends with the Mulliken charge.
CARTESIAN COORDINATES (ANGSTROEM)
P 1.116860 -0.036000 0.766275  0.16
P -0.578542 -0.119668 -0.737744  0.34
S 2.671894 0.273207 -0.343586  -0.15
Cl -1.583529 -1.661863 0.042034  -0.13
Cl -1.626683 1.544324 0.273021  -0.22

Atomic forces in eV per Å
-0.437 -0.256 0.082
-0.199 1.822 0.935
0.582 0.127 -0.345
-0.451 -0.564 0.208
0.504 -1.128 -0.881


Entry 4:
A structure of composition C19H43N2O2P2V in a non-equilibrium geometry. Source: the Open Molecules 2025 dataset; level of theory: ωB97M-V/def2-TZVPD.

Values from the calculation:
orbital gap (alpha / beta): 8.043 / 8.245 eV
highest occupied orbital energy (alpha / beta): -10.1 / -10.7 eV
expectation value of S²: 3.77
spin multiplicity: 4
total charge: +1

Each line ends with the Mulliken charge.
CARTESIAN COORDINATES (ANGSTROEM)
V 0.223654 -0.425219 -0.338101  -0.59
P 1.877172 1.066659 -1.130986  1.38
P -1.452021 -1.940122 0.170348  1.38
N -0.713806 -0.176041 -2.364479  -0.46
C 1.062822 1.448059 -2.758995  -0.85
H 1.263227 2.497219 -3.044759  0.29
H 1.517920 0.779597 -3.519895  0.46
C -0.447728 1.215768 -2.776632  -1.04
H -1.012200 1.889056 -2.094994  0.35
H -0.784789 1.328609 -3.832028  0.48
C -2.175732 -0.347830 -2.149084  -1.06
H -2.651142 -0.425872 -3.145684  0.49
H -2.591728 0.545766 -1.646103  0.34
C -2.399639 -1.655076 -1.398329  -0.96
H -2.051911 -2.446447 -2.083736  0.44
H -3.470382 -1.809094 -1.193535  0.33
C -2.652992 -1.431411 1.469265  0.69
C -1.994566 -1.282573 2.837426  -1.29
H -2.683683 -0.735047 3.492066  0.43
H -1.052830 -0.721981 2.795146  -0.01
H -1.791204 -2.253638 3.305099  0.29
C -1.081546 -3.733571 0.303437  0.56
C -0.515858 -4.097431 1.680347  -1.50
H -0.066802 -5.095559 1.623770  0.48
H -1.290220 -4.135032 2.453653  0.28
H 0.271591 -3.406140 2.001626  0.31
C 3.553569 0.426566 -1.511985  0.53
C 4.420787 0.334427 -0.251787  -1.47
H 5.295766 -0.282049 -0.488121  0.51
H 3.893985 -0.136490 0.587915  0.30
H 4.784661 1.318988 0.065300  0.26
C 1.956498 2.725704 -0.316056  0.67
C 2.354004 2.615938 1.154099  -1.18
H 2.127655 3.577128 1.633638  0.43
H 3.427535 2.417130 1.273637  0.30
H 1.800206 1.826819 1.680817  -0.03
C 1.179414 -0.692874 1.257329  0.51
C -2.226977 -4.656558 -0.116415  -1.49
H -3.065335 -4.623680 0.585041  0.23
H -2.599313 -4.425413 -1.118645  0.31
H -1.856026 -5.688042 -0.131937  0.48
C 4.262416 1.163518 -2.651752  -1.42
H 5.192026 0.627517 -2.878142  0.48
H 3.662090 1.194831 -3.567038  0.30
H 4.529353 2.188171 -2.371389  0.21
C 2.818150 3.741078 -1.066039  -1.60
H 2.606636 4.732021 -0.640798  0.44
H 3.890607 3.544362 -0.925844  0.28
H 2.593498 3.790917 -2.139783  0.33
C -3.905388 -2.300042 1.546840  -1.64
H -3.711173 -3.266957 2.027819  0.29
H -4.640843 -1.776242 2.171336  0.44
H -4.380051 -2.474989 0.575072  0.32
H -2.954216 -0.423916 1.130683  0.24
H 0.903137 3.062293 -0.352364  0.19
H -0.263231 -3.860615 -0.428521  0.45
H 3.326883 -0.603320 -1.849208  0.42
O 1.712227 -0.716687 2.327758  -0.59
H -0.563819 -0.689043 -3.249128  0.28
H 0.902148 -1.729816 0.300541  -0.12
C -0.968292 2.365425 2.943058  -1.31
C -1.543720 2.416171 1.550953  0.63
N -2.474353 3.375557 1.408629  -0.39
O -1.235545 1.682106 0.582484  -0.32
H -0.502980 3.338877 3.188569  0.42
H -0.217375 1.566696 3.039524  0.19
H -1.780089 2.198362 3.675914  0.43
H -2.922874 3.491531 0.512524  0.25
H -2.717255 3.971953 2.180629  0.19

Atomic forces in eV per Å
-0.267 1.064 0.074
-0.127 0.649 -0.392
-1.094 0.300 0.146
-0.805 0.275 -0.687
0.486 0.472 -0.481
0.035 -0.516 -0.112
-0.165 0.428 0.314
0.313 0.310 -0.276
0.485 -0.270 -0.489
-0.108 0.386 0.710
-0.210 -0.103 0.028
-0.129 0.142 0.503
0.306 -0.511 -0.025
-0.637 -0.950 -0.212
-0.329 0.014 0.202
0.249 -0.054 -0.355
-0.133 -0.151 -0.238
0.004 0.150 0.301
0.136 -0.126 0.020
-0.206 -0.127 -0.050
-0.066 0.269 -0.113
-0.079 -0.156 -0.437
0.133 -0.088 0.024
-0.087 0.143 0.014
0.086 0.040 -0.186
-0.146 -0.066 -0.011
-0.100 0.014 -0.351
0.108 -0.163 -0.050
-0.093 0.124 0.124
0.110 0.130 -0.164
-0.091 -0.203 -0.104
-0.027 -0.237 -0.354
-0.036 0.119 0.257
0.154 -0.185 0.058
-0.343 0.099 0.001
0.157 0.248 -0.178
0.973 1.607 3.884
0.027 -0.282 0.078
0.169 -0.009 -0.168
0.009 -0.040 0.139
-0.096 0.119 -0.036
0.305 -0.111 0.032
-0.115 0.145 -0.061
0.145 0.020 0.154
-0.051 -0.274 -0.108
-0.032 0.418 0.231
0.175 -0.115 -0.162
-0.342 0.055 -0.056
0.144 -0.021 0.289
-0.414 0.143 0.360
0.014 0.248 -0.138
0.030 -0.178 -0.083
0.125 -0.024 0.170
0.146 -0.224 -0.001
0.269 -0.182 -0.055
-0.213 0.096 0.188
0.116 0.320 0.117
-1.007 -0.918 -2.961
0.551 -0.260 1.076
1.345 -1.535 0.078
0.393 -0.298 0.330
0.147 -0.527 -0.976
-0.023 -0.109 -0.297
-0.080 0.481 1.007
-0.159 -0.472 -0.151
-0.324 0.339 -0.073
0.378 0.010 -0.354
-0.002 0.079 0.155
-0.084 0.030 -0.118